Below is C47H42FIrN4O3P2Te as an isolated structure, with properties calculated with the ωB97M-V functional and the def2-TZVPD basis.

CARTESIAN COORDINATES (ANGSTROEM)
1 Ir 0.839 0.652 -2.005
2 Te 1.571 -4.290 -3.094
3 C 0.743 -4.276 -5.039
4 C 1.054 -3.256 -5.930
5 C 0.409 -3.224 -7.157
6 N -0.485 -4.131 -7.545
7 C -0.746 -5.124 -6.701
8 C -0.168 -5.240 -5.440
9 C 1.211 -2.306 -2.666
10 P -0.002 -1.442 -1.778
11 C -0.108 -1.988 -0.057
12 C -1.315 -2.067 0.627
13 C -1.340 -2.533 1.938
14 C -0.167 -2.930 2.557
15 C 1.043 -2.860 1.873
16 C 1.073 -2.387 0.573
17 C -1.677 -1.423 -2.434
18 C -2.083 -2.391 -3.350
19 C -3.354 -2.327 -3.905
20 C -4.216 -1.300 -3.549
21 C -3.815 -0.333 -2.635
22 C -2.548 -0.392 -2.079
23 P 2.174 -0.907 -2.847
24 C 3.951 -1.064 -2.860
25 C 4.630 -1.429 -4.019
26 C 6.004 -1.605 -3.979
27 C 6.694 -1.415 -2.789
28 C 6.018 -1.045 -1.634
29 C 4.644 -0.869 -1.665
30 C 1.609 0.267 -4.122
31 C 0.381 0.057 -4.779
32 C -0.134 1.030 -5.622
33 C 0.571 2.207 -5.817
34 C 1.794 2.436 -5.180
35 C 2.312 1.481 -4.336
36 H 1.781 -2.492 -5.680
37 H 0.624 -2.431 -7.867
38 H -1.462 -5.865 -7.040
39 H -0.453 -6.055 -4.787
40 H -2.239 -1.787 0.138
41 H -2.285 -2.614 2.459
42 H -0.193 -3.320 3.567
43 H 1.958 -3.189 2.350
44 H 2.009 -2.353 0.027
45 H -1.408 -3.184 -3.643
46 H -3.662 -3.076 -4.623
47 H -5.202 -1.246 -3.991
48 H -4.482 0.477 -2.371
49 H -2.229 0.377 -1.383
50 H 4.091 -1.579 -4.947
51 H 6.537 -1.893 -4.876
52 H 7.767 -1.551 -2.763
53 H 6.564 -0.890 -0.713
54 H 4.108 -0.567 -0.773
55 H -0.151 -0.873 -4.615
56 H -1.083 0.876 -6.117
57 H 0.164 2.968 -6.469
58 H 2.320 3.367 -5.340
59 H 3.255 1.645 -3.828
60 F 1.165 -0.627 4.645
61 C 0.466 0.363 4.057
62 C 0.571 0.524 2.707
63 C -0.189 1.503 2.060
64 C -0.110 1.646 0.612
65 O 0.686 0.859 0.011
66 C -0.948 2.614 0.021
67 C -1.762 3.361 0.838
68 N -1.818 3.267 2.169
69 C -2.753 4.091 2.915
70 C -2.216 5.182 3.797
71 C -2.926 5.523 2.521
72 C -1.047 2.310 2.819
73 C -1.108 2.149 4.208
74 C -0.362 1.179 4.847
75 N -0.471 1.053 6.258
76 C -1.743 0.596 6.804
77 C -2.002 1.357 8.115
78 N -0.678 1.855 8.632
79 C 0.375 0.792 8.523
80 C 0.651 0.527 7.030
81 C -1.032 2.963 -1.454
82 O -1.897 3.731 -1.811
83 O -0.163 2.415 -2.246
84 H 1.207 -0.131 2.130
85 H -2.407 4.089 0.364
86 H -3.628 3.544 3.244
87 H -1.143 5.320 3.809
88 H -2.719 5.365 4.736
89 H -2.322 5.905 1.710
90 H -3.926 5.927 2.569
91 H -1.737 2.801 4.798
92 H -1.731 -0.486 6.984
93 H -2.546 0.800 6.102
94 H -2.437 0.724 8.885
95 H -2.635 2.230 7.972
96 H -0.771 2.182 9.594
97 H -0.391 2.646 8.054
98 H -0.020 -0.084 9.033
99 H 1.263 1.130 9.050
100 H 0.799 -0.548 6.903
101 H 1.562 1.031 6.713

Atomic forces in eV per Å
-0.399 -0.284 -0.101
-0.023 -0.045 -0.004
-0.038 0.073 0.026
-0.021 -0.018 0.020
-0.035 0.003 -0.070
0.057 -0.002 0.052
0.005 -0.023 -0.033
-0.039 0.022 -0.009
0.080 -0.087 -0.041
0.169 0.136 -0.057
0.037 -0.042 0.039
0.013 0.056 0.072
-0.028 0.022 -0.058
0.039 -0.040 0.013
-0.016 0.000 0.024
-0.036 -0.029 -0.014
-0.058 -0.063 -0.005
-0.013 0.006 0.004
0.028 0.004 0.003
-0.025 0.003 0.002
0.003 0.010 -0.008
0.011 -0.023 -0.033
0.125 -0.070 0.115
0.013 0.084 0.202
-0.029 -0.029 -0.041
-0.004 -0.008 -0.005
0.004 0.001 -0.003
-0.005 0.000 -0.001
-0.008 0.001 -0.058
0.170 -0.027 -0.183
-0.083 0.086 0.194
0.010 0.084 -0.012
-0.052 -0.016 -0.015
0.013 -0.023 0.049
-0.015 0.037 -0.091
-0.017 0.005 -0.009
0.002 -0.008 0.011
-0.008 0.007 0.009
0.000 -0.008 -0.010
-0.010 -0.019 0.006
-0.005 0.001 -0.002
0.008 0.004 -0.003
-0.007 0.002 -0.003
0.001 0.000 -0.003
0.058 -0.040 -0.009
-0.010 0.006 0.008
0.002 -0.001 0.002
0.000 -0.004 -0.003
-0.008 0.006 -0.006
0.011 0.007 -0.008
0.000 0.004 -0.001
-0.003 0.000 -0.004
-0.004 0.000 -0.001
0.005 -0.009 0.003
0.041 -0.009 -0.077
0.007 -0.025 0.013
0.005 -0.002 0.001
0.005 -0.004 0.004
0.018 -0.006 -0.023
0.005 0.004 0.021
-0.022 0.028 0.012
0.012 -0.001 -0.016
-0.040 0.034 0.032
-0.011 -0.094 -0.054
0.050 0.143 0.096
0.057 0.017 0.021
-0.008 0.032 -0.082
-0.017 -0.043 0.041
0.018 0.004 -0.010
0.008 0.001 -0.002
0.001 0.006 -0.002
0.012 0.037 -0.022
-0.036 -0.003 -0.018
0.035 -0.029 0.025
0.000 0.005 -0.001
0.019 0.002 0.009
-0.013 -0.008 -0.015
0.006 -0.006 -0.004
0.012 -0.009 -0.009
-0.019 0.010 -0.007
0.054 -0.147 -0.026
-0.036 0.115 -0.003
-0.023 0.189 0.099
0.002 -0.003 -0.003
-0.007 0.008 0.035
-0.001 -0.002 -0.002
-0.001 -0.003 0.002
0.000 0.001 -0.001
-0.002 0.001 0.002
0.001 -0.002 0.001
0.008 0.002 -0.001
0.002 -0.001 0.002
-0.007 -0.002 -0.002
-0.002 0.003 0.006
0.004 0.005 -0.001
0.002 0.000 0.003
-0.001 0.005 0.004
-0.007 0.001 0.003
0.001 0.000 0.002
0.005 -0.008 -0.004
0.001 0.007 0.004

Values from the calculation:
Energy in eV: -92937.0337
LUMO level in eV: -5.03
Charge: +2
HOMO in eV: -11.516
Spin multiplicity: 1
Frontier orbital gap in eV: 6.49

Atom charges from the Löwdin analysis, given in e for atoms 1 to 2: 1.07 1.28